No. 1
17
Properties=species:S:1:pos:R:3:forces:R:3 method="wB97M-V/def2-TZVPD" lumo_energy_ev=0.99 gap_ev=9.70 e_above_lowest_kcal_mol=84.6 energy_ha=-363.88945
C -0.94159 -0.02055 -1.30139 1.4 -0.6 -0.9
C 0.64338 -0.11076 -1.04070 -1.6 2.1 -0.6
C -0.91223 -0.78343 0.05485 -0.5 0.0 -1.0
C -0.60199 0.28934 1.14837 -0.8 0.4 0.5
C 0.90982 0.26492 1.42407 0.0 -1.4 1.6
C 0.86366 0.98294 0.07017 1.4 -0.1 0.7
H -1.16067 -0.63218 -2.19465 -0.2 0.0 0.6
H -1.39285 0.93795 -1.39437 -0.5 0.7 0.1
H 1.43911 0.02682 -1.78568 -0.5 -0.6 -0.1
H 0.14183 -2.10287 -1.10608 0.2 0.5 0.1
H -1.73790 -1.47559 0.35865 0.8 0.5 -0.3
H -1.46042 0.34382 1.85944 1.0 -0.1 -0.1
H 1.12309 1.02657 2.14792 0.2 0.3 0.6
H 1.40242 -0.70923 1.74853 -0.5 1.3 -1.1
H 1.65040 1.72883 -0.12875 -0.4 -0.4 -0.3
N 0.39804 -1.39735 -0.40692 0.0 -1.0 1.4
O -0.36410 1.63075 0.54655 -0.1 -1.7 -1.2



No. 2
54
Properties=species:S:1:pos:R:3:forces:R:3 method="wB97M-V/def2-TZVPD" lumo_energy_ev=-9.69 charge=+2 gap_ev=3.18 energy_ha=-7470.63456
N 1.55351 -3.95984 -0.48291 -2.1 -1.7 0.7
P 1.07229 -2.45015 -0.32066 3.5 -0.9 -1.0
O 1.65957 -1.81883 0.98426 -1.2 0.5 0.4
O 1.38183 -1.63820 -1.57658 -1.2 1.2 -0.3
C -0.70608 -2.64282 -0.19059 0.8 2.8 0.7
C -1.74078 -1.54165 -0.05963 0.6 0.3 1.6
O -2.98328 -2.24093 -0.46542 0.4 -0.6 -0.5
S -2.56787 -3.62177 -1.09910 -1.0 -0.2 1.4
O -2.42331 -4.66255 -0.04564 -1.1 0.7 0.1
O -3.33359 -4.06865 -2.16891 -0.5 0.5 -1.1
O -1.08315 -3.28832 -1.40808 -0.1 -1.1 -0.6
H 2.19989 -4.22227 0.25288 0.3 0.1 -0.2
H 2.50752 -1.33375 0.75826 0.2 -0.1 -0.2
H 2.39836 -1.17055 -1.54594 0.0 -1.0 0.5
H -0.78351 -3.18901 0.74903 -0.2 -0.7 -0.5
H -1.57881 -0.57062 -0.52452 -0.3 -0.4 -0.9
H -1.76427 -1.33150 1.01308 -0.6 0.0 0.0
Cl 3.93567 -1.31885 -0.78743 0.2 0.6 0.1
Ca -0.69829 -5.84867 -0.16117 2.4 0.2 -0.2
C 1.77605 -0.08467 5.41368 0.0 0.0 0.0
C 2.09269 -0.12816 3.92900 0.5 0.3 0.4
O 2.64482 1.11297 3.50134 -0.3 0.0 -0.3
H 1.07482 0.72268 5.63100 0.0 0.0 0.0
H 1.34330 -1.02578 5.75045 0.0 0.0 0.1
H 2.67917 0.11047 5.99469 0.0 -0.1 0.0
H 1.18970 -0.30071 3.35000 0.2 0.1 -0.2
H 2.80374 -0.93098 3.70366 -0.1 -0.1 0.0
H 3.45110 1.26715 4.00344 0.0 0.0 0.0
C -0.77039 1.68838 -3.13150 -0.3 0.0 0.1
O -0.75479 2.06223 -1.74237 0.1 -0.1 -0.1
C 0.54851 2.51816 -1.31131 -0.1 0.1 0.4
C 0.64652 4.02614 -1.30716 0.3 0.2 -0.3
O 0.52161 4.58765 -2.61015 -0.1 -0.2 0.2
C -0.79824 5.01087 -2.86886 0.0 -0.2 -0.2
H -1.80889 1.68102 -3.46629 0.0 0.0 0.1
H -0.21419 2.38332 -3.75084 0.1 0.0 0.1
H -0.35461 0.68842 -3.24256 0.1 0.0 0.0
H 1.32749 2.07397 -1.93327 -0.1 0.0 -0.1
H 0.69006 2.15703 -0.29016 0.0 0.0 0.0
H 1.63196 4.31291 -0.93506 0.0 -0.1 0.1
H -0.10332 4.45447 -0.63152 0.0 0.0 0.0
H -0.99519 5.97321 -2.37960 -0.1 -0.1 0.0
H -1.51357 4.24683 -2.50559 0.9 1.1 -0.9
H -0.92972 5.12764 -3.94505 0.1 0.0 0.0
C -1.52682 -2.64787 4.42864 0.0 0.2 0.6
Cl -3.08815 -2.74432 5.22607 0.0 -0.1 -0.2
Cl -1.17481 -0.97069 4.00166 -0.2 -0.2 0.0
Cl -0.28449 -3.28357 5.49262 0.0 0.0 -0.2
Cl -1.56900 -3.61904 2.91928 -0.2 -0.2 0.0
Br -2.89387 3.33690 -1.28747 -3.8 0.5 0.6
O 0.69751 0.88020 -5.38234 0.0 0.0 -0.4
H 1.34754 1.31761 -5.94387 0.1 -0.1 0.1
H -0.00006 0.62421 -5.99534 0.1 -0.1 0.0
Be -5.04143 4.32306 -1.37498 2.7 -1.2 0.2



No. 3
29
Properties=species:S:1:pos:R:3:forces:R:3 method="wB97M-V/def2-TZVPD" lumo_energy_ev=0.81 gap_ev=9.16 e_above_lowest_kcal_mol=94.5 energy_ha=-789.84064
C 1.11149 -1.34122 -3.41982 -0.2 -1.4 1.0
C 0.04913 -0.38721 -2.84333 1.7 -0.7 3.2
C 0.57022 0.45946 -1.61270 -1.3 0.8 -0.7
C 0.95441 -0.34535 -0.33781 0.4 -2.8 -1.0
C -0.08743 -0.08050 0.59310 -3.8 0.9 0.7
C -1.39588 -0.29606 0.73682 2.1 2.3 -0.1
C -0.87158 1.16335 0.35479 -0.7 -1.0 1.0
C -0.85548 2.34108 1.36285 -0.5 -2.1 -0.7
C -0.64539 1.45069 -1.18285 0.4 0.5 2.2
H 2.18785 -1.06136 -3.30738 -1.0 0.4 -0.3
H 0.88621 -1.62234 -4.45963 0.2 0.2 0.3
H 1.04885 -2.27586 -2.81092 0.1 0.4 -0.6
H -0.85279 -0.84926 -2.40134 0.3 -0.4 -0.9
H -0.20215 0.30814 -3.55541 -1.0 1.6 -1.7
H 1.45949 0.98002 -1.96190 -0.1 0.4 0.1
H 1.93701 -0.16254 0.04978 0.6 0.2 -0.1
H 0.78156 -1.44512 -0.48071 1.1 0.6 -0.5
H -2.28333 -0.88468 0.90065 0.2 -0.2 -0.3
H -1.56525 3.07442 1.14183 -1.1 1.4 -0.8
H 0.10938 2.71459 1.29228 1.9 1.3 0.0
H -1.04537 2.14097 2.40222 0.0 -0.9 0.4
H -0.56210 2.56310 -1.20365 0.8 -0.8 -0.6
H -1.58724 1.26853 -1.66880 -0.2 -0.5 -0.8
C 0.68657 -1.50251 3.73647 -1.2 2.8 0.0
S -0.82098 -0.57761 4.25947 0.1 0.4 0.7
H 0.39355 -2.50043 3.74329 0.3 -1.8 -0.1
H 1.00219 -1.07497 2.78401 0.1 -0.5 0.0
H 1.33509 -1.16422 4.53556 0.5 -0.6 0.0
H -1.73803 -0.89311 3.35314 0.1 -0.3 -0.4